{
  "formula": "C3H5N3",
  "method": "ωB97M-V/def2-TZVPD",
  "symbols": ["N", "N", "H", "H", "H", "N", "C", "C", "H", "H", "C"],
  "positions_angstrom": [[1.90116, -0.53491, 0.39779], [-0.23911, 0.36629, 1.02565], [0.06572, 0.63193, 1.94774], [-2.29409, 0.98520, 0.99325], [2.27240, -1.11855, -0.35616], [-1.52754, 0.09593, -0.76671], [-1.47032, 0.51935, 0.45888], [-0.24523, -0.36885, -1.04551], [0.92452, 0.53291, -0.78060], [-0.01678, -0.83243, -1.99659], [0.62929, -0.27687, 0.12224]],
  "e_lumo_ev": 0.61,
  "e_homo_ev": -7.78,
  "multiplicity": 1
}